A cluster of 2 separate species, C15H31ClN3O7SSi in total. Source: the OMol25 dataset; level of theory: ωB97M-V/def2-TZVPD.

```
59
Properties=species:S:1:pos:R:3:mulliken_charge:R:1
S -2.7639 1.0235 -2.0324 -0.2693
O -1.2916 0.5832 0.0633 -0.0698
O 0.5302 6.2150 1.0020 -0.6457
H 1.9295 -2.3875 -5.8263 0.4463
H -2.8745 0.4981 2.0307 0.3494
O 1.4498 -1.9609 -2.0430 -0.4017
H 1.5904 3.5934 5.5995 0.3379
C 1.2930 -4.4193 -3.4189 -1.0798
C -2.2769 -0.2536 2.5509 -1.1060
H 2.0005 -0.8263 -5.0301 0.3326
H -1.2895 2.4557 4.3022 0.3446
H 0.6493 0.1640 0.7550 0.3475
C -1.9699 -2.7677 2.8466 -1.2658
O 0.7350 3.4042 5.1838 -0.4002
C -0.3612 2.0942 -1.6218 -1.2260
H 1.7830 2.0654 -0.9626 0.3617
H -0.0591 2.1205 -2.6732 0.3743
C 0.7800 2.4212 -0.6935 -0.3290
O -0.8173 5.9307 2.6729 -0.6554
H 4.1973 -3.8830 -3.4629 0.3139
H 4.1793 -2.6371 -2.2224 0.3096
H -0.1806 -0.6577 2.9025 0.4082
C 1.5432 -1.8199 -4.9732 -1.1580
C -0.5269 1.6949 4.1248 -0.2927
H 1.4713 -0.0456 -2.8758 0.2329
H -1.6999 -2.4370 3.8542 0.2611
H -0.4324 -1.2334 0.5905 0.4527
H 0.2459 -4.3383 -3.1071 0.2773
N -0.6336 6.1534 1.4553 0.9685
C 1.0521 -0.5924 -2.0246 0.0395
H -2.5412 -1.7514 1.0270 0.0596
O -1.6101 6.3065 0.6921 -0.6544
H 1.3859 3.2363 0.9097 0.1933
N -0.3719 1.3817 2.7082 -0.0575
C -0.7873 0.0413 2.3106 -0.4847
O 1.7990 1.4989 4.7264 -0.6019
H -2.4970 -0.1738 3.6218 0.6088
H 1.2915 -4.8385 -4.4299 0.3391
H -1.0943 2.8937 -1.4719 0.6633
H 4.4695 -2.1840 -3.9185 0.3330
H -0.8822 -1.3924 -1.5750 0.4620
C 3.9049 -2.8473 -3.2610 -1.1241
C -2.6973 -1.6471 2.1028 0.6738
H -3.1407 -0.2614 -2.0286 0.1350
C -0.3869 -0.1682 0.8547 -0.7608
H -2.6143 -3.6419 2.9497 0.4554
H -1.0626 -3.0614 2.3126 0.2753
C -0.4728 -0.4821 -2.0248 -1.5837
Si 2.0388 -2.7044 -3.4053 0.4909
H 0.4610 -1.7048 -5.0695 0.3155
H 1.4790 -0.1458 -1.1265 0.1385
N 0.5440 3.0817 0.3563 -0.2304
H -0.8684 2.0754 2.1567 0.2589
Cl -4.4776 -1.8134 2.3421 -0.2427
H -0.8006 0.8041 4.7012 0.3298
H 1.7959 -5.1050 -2.7344 0.3022
C 0.7961 2.1625 4.6947 0.2176
H -0.8284 -0.4642 -3.0584 0.6015
C -1.0849 0.7472 -1.3294 0.6279
```

Calculated values
E_LUMO = 0.074 hartree
E_HOMO = -4.06 eV
total energy = -66095.775 eV
Kohn-Sham gap = 6.06 eV
net charge = -1



An isolated molecule of C6H10O. Source: the OMol25 dataset; level of theory: ωB97M-V/def2-TZVPD.

```
17
Properties=species:S:1:pos:R:3:mulliken_charge:R:1
C 0.6775 -0.2727 0.7899 -0.8676
C -1.6072 -0.0060 -0.3024 0.0013
H -1.3920 -0.5731 -1.2001 0.2773
H 1.8653 -1.7484 -0.2625 0.3582
H 0.4677 -1.1422 1.4468 0.3276
H 2.9109 0.7893 -0.0957 0.3808
C 1.3635 -0.8108 -0.4947 -0.2591
H -3.0582 0.3359 1.1716 0.2552
H 1.4317 0.2160 1.4188 0.4297
O 2.4949 0.7042 -2.0025 -0.4820
C -0.5234 0.5865 0.5445 -0.5157
H -3.7549 0.0579 -0.4701 0.2790
H -0.9564 0.9234 1.4989 0.3019
H -0.2129 1.5525 0.1041 0.2981
C -2.8695 -0.0309 0.1625 -0.8230
C 2.3612 0.2783 -0.8863 -0.1354
H 0.8018 -0.8599 -1.4228 0.1737
```

Calculated values
E_LUMO = 0.038 hartree
E_HOMO = -9.57 eV
total energy = -8429.853 eV
Kohn-Sham gap = 10.61 eV
SMILES = C=CCCCC=O
ΔE to the lowest compared entry with this formula, charge and spin = 1.388 eV



A cluster of 2 separate species, C2H6N3O2 in total. Source: the OMol25 dataset; level of theory: ωB97M-V/def2-TZVPD.

```
13
Properties=species:S:1:pos:R:3:mulliken_charge:R:1
O -1.2447 -2.1915 0.2108 -0.2422
N 0.4122 -0.4098 -1.6559 -0.6630
H -0.4424 -0.8601 -1.7266 0.2206
O 0.6594 1.9886 -0.8939 -0.4312
N 0.6060 -0.1694 -0.2978 -0.2118
H 1.2275 -0.9767 -2.1179 0.2784
H 0.7247 -0.9676 2.2193 0.2712
H 0.7568 1.4296 1.0626 0.2909
H -0.3293 -2.0144 2.9490 0.2886
C -0.5493 -1.6462 0.9322 0.7709
N -0.0562 -1.6112 2.0617 -0.2794
H 0.7688 1.3922 -1.7390 0.5059
C 0.6930 1.0496 0.0352 0.2012
```

Calculated values
E_LUMO = -0.181 hartree
E_HOMO = -14.50 eV
total energy = -10727.388 eV
Kohn-Sham gap = 9.58 eV
net charge = +1
ΔE to the lowest compared entry with this formula, charge and spin = 1.556 eV



Which of these has the lowest E_HOMO?
C2H6N3O2